Entry 1:
Density functional theory data (wB97M-V/def2-TZVPD) for a 2-piece molecular cluster, C3H9N5O2 overall at a distorted geometry.

Bonds (Å) are listed after each position.
CARTESIAN COORDINATES (ANGSTROEM)
1 C 0.2788 -0.4037 -0.7110  C3 1.465, N8 1.255
2 C -1.5541 -0.0242 1.0163  N4 1.259, N6 1.268
3 C 1.2333 0.6903 -0.9031  C1 1.465, N5 1.316, N7 1.320
4 N -2.6876 0.3431 0.6102  C2 1.259, H11 0.997, H12 1.051
5 N 0.8300 1.6807 -1.6705  C3 1.316, H13 1.129, H14 1.058
6 N -0.9067 -0.6050 1.9390  C2 1.268, O9 1.409, O10 1.170
7 N 2.2335 0.7730 -0.0454  C3 1.320, H15 1.110, H16 1.060
8 N 0.2029 -1.4574 -1.3889  C1 1.255, H17 1.026, H18 1.015
9 O 0.3476 -1.1590 1.6130  N6 1.409, H19 0.922
10 O -1.1562 -0.6200 3.0818  N6 1.170
11 H -2.8243 1.3063 0.3918  N4 0.997
12 H -3.4440 -0.3527 0.3895  N4 1.051
13 H -0.0541 1.2561 -2.2288  N5 1.129
14 H 1.2513 2.5897 -2.0103  N5 1.058
15 H 2.2105 -0.0811 0.6630  N7 1.110
16 H 2.9603 1.5225 0.1404  N7 1.060
17 H 0.9026 -1.7761 -2.0689  N8 1.026
18 H -0.5154 -2.1486 -1.2000  N8 1.015
19 H 0.6915 -1.5339 2.3819  O9 0.922

For the energy, the calculation gives -543.07840 a.u. The HOMO energy is -17.463 eV. For the lowest unoccupied orbital energy, the calculation gives -8.76 eV. As for the total charge: +2. The relative energy (zero: lowest compared OMol25 entry of this formula, charge and spin) comes out at 461.9 kJ/mol. The HOMO-LUMO gap is 8.70 eV.



Entry 2:
Density functional theory data (wB97M-V/def2-TZVPD) for a 9-piece molecular cluster, C31H48Cl2F2O6 overall at a distorted geometry.

Bonds (Å) are listed after each position.
CARTESIAN COORDINATES (ANGSTROEM)
1 F 3.8764 3.7082 -5.5500  C2 1.346
2 C 3.4584 2.7587 -4.6920  F1 1.346, C3 1.384, C7 1.379
3 C 3.7644 1.4356 -4.9614  C2 1.384, C4 1.381, H8 1.085
4 C 3.1969 0.4244 -4.2118  C3 1.381, C5 1.397, H9 1.083
5 C 2.3258 0.7201 -3.1605  C4 1.397, C6 1.381, H10 1.080
6 C 2.0433 2.0442 -2.8862  C5 1.381, C7 1.391, H11 1.081
7 C 2.5725 3.0575 -3.6780  C2 1.379, C6 1.391, H12 1.084
8 H 4.3734 1.2797 -5.8460  C3 1.085
9 H 3.3734 -0.6065 -4.4927  C4 1.083
10 H 1.9046 -0.0560 -2.5387  C5 1.080
11 H 1.3508 2.3241 -2.1043  C6 1.081
12 H 2.3437 4.0943 -3.4580  C7 1.084
13 F -2.4276 0.3582 0.4877  C14 1.350
14 C -1.2945 -0.3753 0.4650  F13 1.350, C15 1.368, C19 1.392
15 C -0.8503 -0.9670 -0.6855  C14 1.368, C16 1.390, H20 1.088
16 C 0.3585 -1.6463 -0.7752  C15 1.390, C17 1.392, H21 1.080
17 C 1.1644 -1.6656 0.3596  C16 1.392, C18 1.379, H22 1.080
18 C 0.6978 -1.1079 1.5307  C17 1.379, C19 1.384, H23 1.086
19 C -0.5210 -0.4585 1.6195  C14 1.392, C18 1.384, H24 1.084
20 H -1.5017 -0.8812 -1.5526  C15 1.088
21 H 0.6670 -2.0537 -1.7267  C16 1.080
22 H 2.1566 -2.0913 0.3641  C17 1.080
23 H 1.2955 -1.1216 2.4368  C18 1.086
24 H -0.9719 -0.0616 2.5220  C19 1.084
25 C 6.6155 -1.7880 3.5498  C26 1.506, H29 1.093, H30 1.088, H31 1.089
26 C 5.2353 -2.1118 3.0411  C25 1.506, C27 1.521, O28 1.211
27 C 5.0796 -2.9597 1.7879  C26 1.521, H32 1.084, H33 1.090, H34 1.092
28 O 4.2655 -1.8194 3.7047  C26 1.211
29 H 7.1175 -2.7142 3.8407  C25 1.093
30 H 6.4801 -1.2146 4.4650  C25 1.088
31 H 7.2337 -1.2614 2.8249  C25 1.089
32 H 4.5470 -3.8779 2.0099  C27 1.084
33 H 6.0561 -3.0075 1.3061  C27 1.090
34 H 4.4565 -2.4043 1.0837  C27 1.092
35 C 2.1415 3.2221 1.3378  C36 1.522, H39 1.090, H40 1.092, H41 1.089
36 C 3.3900 2.4850 0.8762  C35 1.522, C37 1.504, O38 1.209
37 C 3.7207 1.2327 1.6413  C36 1.504, H42 1.097, H43 1.091, H44 1.087
38 O 4.0034 2.8202 -0.1097  C36 1.209
39 H 1.6183 3.6622 0.4887  C35 1.090
40 H 2.4324 4.0625 1.9717  C35 1.092
41 H 1.4725 2.5383 1.8589  C35 1.089
42 H 4.0066 1.4752 2.6728  C37 1.097
43 H 4.6204 0.7524 1.2541  C37 1.091
44 H 2.8852 0.5379 1.6819  C37 1.087
45 C 1.2001 -0.9809 5.5309  C46 1.509, H49 1.090, H50 1.092, H51 1.087
46 C 0.5144 0.3200 5.8685  C45 1.509, C47 1.508, O48 1.208
47 C 0.5315 1.4481 4.8684  C46 1.508, H52 1.093, H53 1.086, H54 1.100
48 O 0.0641 0.4948 6.9760  C46 1.208
49 H 0.9833 -1.5645 6.4259  C45 1.090
50 H 2.2738 -0.7900 5.4809  C45 1.092
51 H 0.8632 -1.4377 4.6042  C45 1.087
52 H 1.2375 1.2700 4.0529  C47 1.093
53 H 0.6186 2.4340 5.3144  C47 1.086
54 H -0.4141 1.4815 4.3084  C47 1.100
55 C -3.2425 -3.2547 -3.6679  C56 1.526, H59 1.087, H60 1.087, H61 1.090
56 C -3.8445 -2.4850 -4.8403  C55 1.526, C57 1.532, O58 1.205
57 C -3.8338 -3.1617 -6.2144  C56 1.532, H62 1.086, H63 1.091, H64 1.089
58 O -4.3143 -1.3848 -4.6984  C56 1.205
59 H -4.0547 -3.8139 -3.2095  C55 1.087
60 H -2.7896 -2.5505 -2.9749  C55 1.087
61 H -2.4626 -3.9138 -4.0486  C55 1.090
62 H -4.4670 -4.0438 -6.2454  C57 1.086
63 H -2.8143 -3.4629 -6.4602  C57 1.091
64 H -4.1157 -2.3505 -6.8833  C57 1.089
65 C -3.9950 2.0650 2.6123  C66 1.523, H69 1.087, H70 1.092, H71 1.088
66 C -2.5447 2.4692 2.3854  C65 1.523, C67 1.493, O68 1.209
67 C -2.2149 3.1867 1.1185  C66 1.493, H72 1.098, H73 1.092, H74 1.089
68 O -1.6824 2.1673 3.1769  C66 1.209
69 H -4.0063 1.3755 3.4520  C65 1.087
70 H -4.3320 1.5406 1.7157  C65 1.092
71 H -4.6138 2.9474 2.7623  C65 1.088
72 H -1.2941 3.7671 1.2653  C67 1.098
73 H -2.9490 3.9560 0.8707  C67 1.092
74 H -1.9242 2.5739 0.2659  C67 1.089
75 C -5.6593 -0.6503 -1.4858  C76 1.519, H79 1.091, H80 1.090, H81 1.094
76 C -5.1300 -1.7598 -0.5933  C75 1.519, C77 1.509, O78 1.206
77 C -4.9918 -1.4361 0.8744  C76 1.509, H82 1.087, H83 1.094, H84 1.085
78 O -4.8908 -2.8586 -1.0278  C76 1.206
79 H -5.2680 0.3413 -1.2561  C75 1.091
80 H -6.7481 -0.6245 -1.5392  C75 1.090
81 H -5.3400 -0.8482 -2.5138  C75 1.094
82 H -4.3035 -2.1391 1.3373  C77 1.087
83 H -5.9822 -1.6397 1.2911  C77 1.094
84 H -4.6977 -0.3952 0.9575  C77 1.085
85 Cl -1.6818 2.4419 -2.9281  C86 1.770
86 C -2.1795 0.9529 -3.7461  Cl85 1.770, Cl87 1.771, H88 1.084, H89 1.083
87 Cl -0.7355 0.1294 -4.3563  C86 1.771
88 H -2.6363 0.2887 -3.0210  C86 1.084
89 H -2.8668 1.1523 -4.5586  C86 1.083

For the energy, the calculation gives -2781.53129 a.u. The HOMO energy is -9.027 eV. For the lowest unoccupied orbital energy, the calculation gives 0.45 eV. As for the SMILES: Fc1ccccc1.Fc1ccccc1.CC(C)=O.CC(C)=O.CC(C)=O.CC(C)=O.CC(C)=O.CC(C)=O.ClCCl. The relative energy (zero: lowest compared OMol25 entry of this formula, charge and spin) comes out at 0.0 kJ/mol. The HOMO-LUMO gap is 9.48 eV.



Entry 3:
Density functional theory data (wB97M-V/def2-TZVPD) for a single C2H3Br2NOSi molecule at a distorted geometry.

Bonds (Å) are listed after each position.
CARTESIAN COORDINATES (ANGSTROEM)
1 C 0.9659 -0.3038 0.7847  Si2 1.864, H8 1.078, H9 1.132, H10 1.200
2 Si -0.8458 -0.1720 0.3687  C1 1.864, Br3 2.278, Br4 2.266, O5 1.847
3 Br -1.9451 -2.1634 0.4972  Si2 2.278
4 Br -1.9329 1.2826 1.7238  Si2 2.266
5 O -1.0222 0.6461 -1.2778  Si2 1.847, C6 1.247
6 C -0.0141 0.7247 -2.0083  O5 1.247, N7 1.137
7 N 0.9019 0.9251 -2.6509  C6 1.137
8 H 1.2298 -0.2358 1.8276  C1 1.078
9 H 1.1720 -1.3617 0.4397  C1 1.132
10 H 1.4906 0.6583 0.2953  C1 1.200

For the energy, the calculation gives -5645.62449 a.u. The HOMO energy is -10.969 eV. For the lowest unoccupied orbital energy, the calculation gives -0.19 eV. As for the SMILES: C[Si](Br)(Br)OC#N. The relative energy (zero: lowest compared OMol25 entry of this formula, charge and spin) comes out at 14.1 kJ/mol. The HOMO-LUMO gap is 10.78 eV.



Entry 4:
Density functional theory data (wB97M-V/def2-TZVPD) for a single C2H4BFO2 molecule at a distorted geometry.

Bonds (Å) are listed after each position.
CARTESIAN COORDINATES (ANGSTROEM)
1 O 1.7260 -1.0260 0.0296  B2 1.316, H7 1.027
2 B 0.7652 -0.1433 -0.1450  O1 1.316, O3 1.371, C4 1.557
3 O 1.0432 1.1971 -0.0716  B2 1.371, H8 0.947
4 C -0.7054 -0.6537 -0.1439  B2 1.557, C5 1.475, H9 1.039
5 C -1.7470 0.3870 -0.0587  C4 1.475, F6 1.303, H10 1.127
6 F -2.9190 -0.1761 0.0288  C5 1.303
7 H 2.6999 -0.8128 0.2746  O1 1.027
8 H 1.9107 1.3616 0.2706  O3 0.947
9 H -1.0077 -1.6471 -0.1020  C4 1.039
10 H -1.7659 1.5133 -0.0824  C5 1.127

For the energy, the calculation gives -353.85197 a.u. The HOMO energy is -9.115 eV. For the lowest unoccupied orbital energy, the calculation gives 0.28 eV. As for the SMILES: OB(O)/C=C/F. The relative energy (zero: lowest compared OMol25 entry of this formula, charge and spin) comes out at 52.5 kJ/mol. The HOMO-LUMO gap is 9.40 eV.



> The lowest lowest unoccupied orbital energy belongs to which entry?

C3H9N5O2



> Which of these has the highest HOMO?

C31H48Cl2F2O6



> What is the HOMO in the first record?

-17.463 eV